[1]
{
  "formula": "C2H11N3P",
  "method": "ωB97M-V with the def2-TZVPD basis set",
  "symbols": ["N", "C", "P", "C", "N", "N", "H", "H", "H", "H", "H", "H", "H", "H", "H", "H", "H"],
  "positions_angstrom": [[1.16, 0.46, -2.29], [-0.06, 0.24, -1.63], [-0.04, 1.18, 0.05], [-0.41, -0.50, 1.20], [0.42, -1.12, 1.99], [-1.57, -1.04, 0.91], [1.38, 1.43, -2.46], [1.96, -0.03, -1.90], [-0.87, 0.71, -2.19], [-0.25, -0.82, -1.49], [0.22, 2.43, -0.63], [-1.17, 1.68, 0.68], [1.16, 1.26, 0.75], [0.20, -2.01, 2.43], [1.31, -0.70, 2.24], [-2.20, -0.55, 0.28], [-1.91, -1.92, 1.28]],
  "mulliken_charge": [-0.536, -0.588, -0.034, 0.368, -0.362, -0.353, 0.284, 0.222, 0.360, 0.454, 0.104, 0.144, 0.093, 0.206, 0.224, 0.214, 0.200],
  "molar_mass_g_mol": 108.10,
  "charge": 1,
  "homo_ev": -12.9,
  "max_force_ev_per_a": 0.96,
  "smiles": "NC[PH3]C(N)=[NH2+]"
}

***

[2]
{
  "formula": "C3H10NOS",
  "method": "ωB97M-V with the def2-TZVPD basis set",
  "symbols": ["C", "C", "S", "C", "N", "H", "H", "H", "H", "H", "H", "H", "H", "H", "H", "O"],
  "positions_angstrom": [[0.35, 0.41, 0.75], [1.53, -0.55, 0.61], [1.31, -1.76, -0.68], [0.21, 1.38, -0.45], [-1.04, 2.14, -0.40], [-0.58, -0.16, 0.76], [0.47, 0.95, 1.69], [2.47, 0.00, 0.57], [1.58, -1.15, 1.52], [1.06, 2.06, -0.41], [0.15, 0.76, -1.35], [-1.33, 2.23, 0.57], [-1.79, 1.61, -0.82], [-1.02, -3.02, -0.29], [-1.56, -2.03, -1.22], [-1.81, -2.87, -0.84]],
  "mulliken_charge": [-0.511, -0.638, -0.143, -0.523, -0.634, 0.306, 0.339, 0.362, 0.323, 0.282, 0.341, 0.245, 0.267, 0.301, 0.312, -0.629],
  "molar_mass_g_mol": 108.19,
  "charge": 0,
  "homo_ev": [-9.6, -9.4],
  "max_force_ev_per_a": 1.11,
  "spin_multiplicity": 2
}

***

For reference, DFT total energy by record: -16003.414 -17644.560 eV.